# C81H162F18N6O15S3

A cluster of 12 separate species, C81H162F18N6O15S3 in total (ωB97M-V/def2-TZVPD, OMol25).

## Properties
- Maximum force: 3.77 eV/A
- HOMO-LUMO gap: 7.6 eV
- E_tot: -7632.54164 Ha
- HOMO level: -7.377 eV

```
285
Properties=species:S:1:pos:R:3:forces:R:3
C 20.838 19.240 16.612 0.795 -0.030 -0.364
C 21.221 20.725 16.512 -0.240 -0.998 0.496
C 22.109 21.117 17.714 0.800 0.143 -0.690
C 21.647 20.582 19.034 1.483 -1.573 1.492
N 22.160 21.407 20.246 -0.446 -1.270 -0.092
C 21.617 20.690 21.481 0.484 0.547 -0.838
C 20.290 21.355 21.815 0.217 -0.656 0.470
C 20.562 22.832 21.397 -1.190 -0.063 0.723
C 21.579 22.780 20.280 -2.170 -0.381 -2.620
C 23.646 21.562 20.356 0.190 -0.268 0.461
C 24.449 20.255 20.400 -0.011 2.144 0.255
C 25.902 20.645 20.114 -0.263 0.336 -0.403
H 20.097 18.926 15.893 -0.114 -0.008 -0.639
H 20.366 19.022 17.546 -0.231 -0.181 0.906
H 21.726 18.582 16.508 -0.490 0.546 0.001
H 20.293 21.314 16.621 0.358 0.001 -0.394
H 21.737 20.899 15.547 -0.188 0.246 0.627
H 22.048 22.200 17.737 0.468 0.337 0.181
H 23.181 20.833 17.596 -0.632 0.154 -0.337
H 21.958 19.461 19.279 -0.620 2.370 -0.796
H 20.593 20.637 19.163 -0.806 -0.155 0.056
H 22.329 20.914 22.229 0.580 0.309 1.020
H 21.725 19.639 21.257 -0.841 -0.200 0.144
H 20.075 21.148 22.889 0.360 0.815 -0.541
H 19.491 20.818 21.347 -0.550 0.052 -0.913
H 21.008 23.265 22.261 0.595 0.523 0.750
H 19.677 23.510 21.201 0.763 -1.198 -0.230
H 22.407 23.423 20.305 0.820 1.363 0.348
H 21.088 22.966 19.256 0.644 -0.220 1.518
H 23.760 22.156 21.293 0.208 -0.293 -0.752
H 23.960 22.139 19.481 -0.133 0.239 0.207
H 24.070 19.715 19.567 -0.124 -1.253 -0.541
H 24.350 19.758 21.352 -0.187 -0.412 0.070
H 25.893 21.238 19.179 0.278 -0.483 0.202
H 26.499 19.739 19.997 0.300 0.326 0.146
H 26.323 21.336 20.861 -0.120 -0.529 -0.049
C 18.159 20.595 13.785 -3.623 1.012 0.299
C 17.055 21.537 14.496 1.164 -0.580 -0.292
C 16.577 20.805 15.750 -1.141 0.188 0.355
C 15.661 21.614 16.696 -1.329 -0.055 -1.227
N 15.087 20.778 17.796 -0.599 -0.111 0.434
C 14.323 19.594 17.267 -1.759 1.611 -0.846
C 13.599 19.070 18.456 -1.908 -0.895 1.340
C 13.151 20.330 19.313 0.702 -0.093 -1.254
C 13.972 21.449 18.660 2.352 0.107 1.612
C 16.235 20.235 18.645 0.645 0.674 -1.165
C 17.089 21.336 19.308 0.511 -1.840 0.435
C 18.343 21.764 18.509 -1.669 -2.673 -0.621
H 17.621 19.684 13.495 0.438 -0.227 0.527
H 18.956 20.466 14.451 1.227 -0.507 0.734
H 18.451 20.992 12.852 0.711 0.821 -0.897
H 16.220 21.740 13.818 0.044 -0.182 0.029
H 17.462 22.526 14.758 0.120 -0.381 -0.046
H 17.403 20.420 16.329 0.532 0.104 -0.114
H 15.993 19.928 15.470 0.191 -0.100 -0.417
H 14.772 22.029 16.177 0.474 -0.320 -0.096
H 16.140 22.459 17.113 0.628 0.800 0.692
H 15.018 18.916 16.866 0.622 -0.956 -0.614
H 13.568 19.940 16.490 1.227 -0.147 0.649
H 14.344 18.451 18.954 -0.668 -0.269 0.545
H 12.666 18.454 18.223 1.549 0.626 0.067
H 13.386 20.337 20.364 0.030 -0.707 0.346
H 12.074 20.557 19.205 0.564 -0.252 -0.019
H 14.471 22.135 19.422 -0.753 -0.741 -1.329
H 13.350 21.964 18.001 -0.609 1.250 -1.230
H 16.887 19.670 17.927 -0.936 0.161 1.100
H 15.734 19.580 19.330 0.444 -0.248 0.510
H 17.542 20.755 20.183 -0.857 1.091 -0.637
H 16.446 22.159 19.610 0.402 0.106 0.321
H 18.881 22.349 19.167 1.392 1.633 0.965
H 18.143 22.234 17.554 0.139 0.225 0.072
H 18.895 20.807 18.354 -0.282 0.726 -0.170
C 28.818 22.868 22.666 -0.815 0.436 1.577
C 28.194 21.608 23.147 -0.273 -1.291 -0.067
C 26.687 21.780 23.466 0.939 0.572 1.828
C 26.463 22.341 24.964 -0.664 -0.096 -2.064
N 26.104 21.322 25.989 -1.652 0.628 0.875
C 27.021 20.190 25.978 0.240 -1.110 1.161
C 26.222 18.927 26.299 -0.253 -0.846 -1.065
C 25.009 19.181 25.381 -0.173 0.525 2.427
C 24.746 20.705 25.672 -0.481 -1.621 -0.306
C 26.104 22.072 27.362 0.192 -1.032 -0.691
C 25.871 21.216 28.632 -0.785 0.393 -1.494
C 25.870 22.139 29.800 1.315 -0.653 2.612
H 28.289 23.142 21.799 -0.047 0.659 -1.531
H 29.875 22.812 22.602 0.946 -0.049 -0.578
H 28.587 23.627 23.403 0.113 0.610 0.222
H 28.791 21.179 23.942 -0.113 0.003 0.646
H 28.309 20.859 22.377 -0.227 -0.347 -0.416
H 26.152 20.859 23.272 -0.379 -0.052 -0.065
H 26.366 22.585 22.820 -0.406 -0.173 -0.171
H 25.684 23.159 24.971 0.881 -0.915 0.247
H 27.437 22.676 25.238 0.570 0.809 0.445
H 27.782 20.371 26.701 0.946 0.233 0.300
H 27.379 20.244 24.989 0.914 -1.047 -0.910
H 25.895 18.873 27.343 0.246 0.101 -0.140
H 26.700 17.951 25.998 -0.088 1.325 0.320
H 24.184 18.451 25.573 0.406 1.058 -0.124
H 25.364 19.061 24.409 0.303 -0.312 -1.841
H 24.181 20.774 26.592 -0.483 0.312 -0.203
H 24.262 21.170 24.810 0.196 0.303 0.656
H 25.260 22.748 27.217 0.409 0.495 0.295
H 27.120 22.523 27.402 -0.865 0.137 -0.018
H 26.518 20.374 28.685 0.863 -0.476 0.239
H 24.871 20.826 28.565 -0.542 -0.483 -0.113
H 25.726 21.635 30.842 -0.026 0.609 -2.005
H 25.087 22.841 29.638 -0.507 0.852 0.245
H 26.848 22.642 29.907 -0.439 0.128 -0.140
C 25.835 17.692 17.787 -0.682 -0.295 -1.161
C 24.440 17.055 17.969 -0.006 -0.935 0.395
C 24.308 16.458 19.400 0.575 -0.648 -0.672
C 22.959 15.855 19.610 -0.512 1.216 -1.262
N 22.729 15.036 20.809 0.133 -0.427 0.623
C 23.756 13.956 20.996 2.205 -0.855 0.680
C 23.088 12.781 21.692 -1.167 1.894 0.075
C 21.616 12.915 21.179 -0.387 -0.706 0.833
C 21.425 14.349 20.681 -0.546 -0.549 -0.073
C 22.624 15.814 22.124 1.732 0.463 -0.574
C 21.869 17.130 22.111 -2.021 -2.745 0.970
C 21.937 17.697 23.504 0.475 1.073 -1.633
H 25.790 18.111 16.776 0.310 0.380 0.199
H 26.631 16.929 17.722 -0.319 0.334 0.525
H 26.057 18.483 18.524 -0.071 -0.562 -0.379
H 24.240 16.234 17.246 0.664 0.363 0.291
H 23.620 17.750 17.680 0.510 0.025 0.735
H 24.418 17.236 20.087 0.409 1.363 1.172
H 25.130 15.740 19.640 -0.528 0.454 -0.508
H 22.729 15.297 18.711 -0.153 -0.877 0.100
H 22.207 16.661 19.558 0.037 -0.355 0.426
H 24.668 14.263 21.589 -1.160 0.449 -0.584
H 24.159 13.570 20.073 -0.328 0.515 -0.907
H 23.292 12.939 22.764 -0.813 -0.448 -0.193
H 23.459 11.838 21.391 0.750 -0.825 -0.232
H 20.926 12.622 22.013 0.279 0.334 -1.036
H 21.442 12.270 20.291 0.179 0.019 0.846
H 20.756 14.956 21.244 -0.791 0.004 0.353
H 21.071 14.424 19.661 0.088 -0.244 -0.149
H 23.675 15.983 22.365 0.013 0.268 0.350
H 22.258 15.121 22.868 -0.300 -0.253 0.062
H 20.786 17.022 21.849 1.037 -0.071 -0.012
H 22.290 17.771 21.427 1.024 1.530 -1.603
H 22.954 17.931 23.713 0.918 -0.001 0.541
H 21.530 17.033 24.210 -0.675 -0.549 1.094
H 21.442 18.646 23.406 -0.616 0.408 0.767
C 20.387 29.187 25.690 -0.554 -0.670 0.366
C 21.638 28.592 25.071 1.138 -0.571 1.257
C 21.352 27.502 24.038 -0.930 0.249 -0.338
C 20.838 28.221 22.771 -0.977 -1.797 0.948
N 20.383 27.200 21.708 -0.124 0.805 0.841
C 21.492 26.325 21.163 1.309 -0.559 0.060
C 22.026 26.909 19.846 -0.872 -0.068 1.257
C 20.736 27.612 19.352 0.734 0.555 1.161
C 19.814 27.941 20.559 0.605 1.024 -1.459
C 19.425 26.246 22.305 -1.634 -1.693 -0.270
C 18.206 26.717 23.116 0.980 1.111 0.391
C 17.483 25.476 23.651 -0.047 -0.235 1.118
H 20.612 29.854 26.520 0.015 0.198 -0.202
H 19.719 28.398 26.107 0.746 0.156 -0.125
H 19.754 29.649 24.980 -0.622 1.080 -0.709
H 22.125 28.252 25.986 0.350 -1.047 -0.258
H 22.427 29.282 24.740 -0.723 0.414 -0.424
H 20.553 26.841 24.433 0.465 0.473 -0.093
H 22.125 26.800 23.737 0.571 0.352 0.613
H 21.581 28.833 22.321 0.628 0.558 -0.406
H 19.955 28.816 23.086 0.496 -0.280 -0.814
H 21.081 25.326 20.952 -0.076 0.591 0.290
H 22.225 26.229 21.969 -0.060 -0.190 -0.428
H 22.240 26.105 19.171 0.363 -0.595 -0.243
H 23.001 27.422 20.000 -1.035 0.382 -0.261
H 20.132 26.976 18.786 -0.274 -1.101 -1.383
H 21.020 28.477 18.802 -0.249 0.839 -0.584
H 18.785 27.582 20.375 0.501 0.557 0.079
H 19.926 29.044 20.678 -0.693 -0.863 0.604
H 20.016 25.582 22.943 -0.095 0.050 -0.039
H 19.026 25.623 21.471 0.546 0.574 0.465
H 17.472 27.332 22.537 0.835 -0.330 0.267
H 18.675 27.339 23.929 -1.198 -0.382 -0.408
H 16.438 25.716 23.917 0.261 -0.247 -0.741
H 17.844 25.089 24.633 0.421 0.367 -0.785
H 17.597 24.651 22.927 -0.560 0.271 0.253
C 22.326 25.653 15.568 2.030 -0.564 0.401
C 22.318 24.488 14.511 -2.426 1.042 1.464
C 23.643 24.009 14.101 1.607 -1.536 0.819
C 24.226 23.157 15.273 -0.032 -2.310 -0.974
N 25.708 22.736 15.062 -0.961 0.017 0.615
C 25.911 22.219 13.700 0.755 0.085 -0.690
C 26.838 21.016 13.737 1.420 0.639 0.015
C 26.576 20.423 15.107 0.030 -1.142 0.316
C 26.019 21.525 15.942 -0.490 1.564 1.297
C 26.474 23.954 15.405 -0.326 1.363 0.974
C 27.996 23.843 15.293 -2.487 -1.729 -1.096
C 28.650 25.100 15.721 1.457 -0.046 -1.046
H 22.885 26.502 15.138 -0.726 0.098 -0.169
H 22.990 25.464 16.469 -1.044 -0.361 -0.690
H 21.317 25.910 15.895 0.249 0.133 -0.162
H 21.739 24.919 13.696 0.065 -0.311 -0.420
H 21.702 23.678 14.932 0.146 0.009 -0.209
H 24.207 24.898 13.838 0.616 -0.023 -0.026
H 23.688 23.277 13.278 -0.693 0.763 -0.093
H 23.741 22.129 15.311 -0.009 1.318 -0.758
H 24.140 23.485 16.285 0.179 1.072 0.647
H 26.240 23.048 13.105 0.209 0.263 -0.617
H 24.965 21.882 13.392 -1.189 -0.571 -0.556
H 27.904 21.319 13.576 -0.707 -0.186 0.321
H 26.612 20.285 12.976 -0.260 0.058 -0.330
H 27.431 19.952 15.616 0.031 0.393 -0.349
H 25.843 19.636 15.014 -0.456 -0.100 -0.172
H 26.770 21.875 16.638 -0.070 0.076 0.460
H 25.067 21.375 16.474 0.621 -0.625 -0.122
H 26.132 24.215 16.453 0.618 -0.285 -1.035
H 26.071 24.784 14.759 0.528 -0.851 0.502
H 28.162 23.560 14.235 0.452 0.669 0.257
H 28.245 22.898 15.778 0.642 0.393 0.672
H 29.710 24.844 15.758 0.289 0.756 -0.393
H 28.442 25.469 16.683 -0.801 0.049 1.354
H 28.396 25.907 15.020 0.494 -0.202 0.043
C 24.901 24.375 19.706 2.234 1.589 0.645
O 24.232 24.831 20.911 -1.443 0.627 -0.315
O 24.127 24.213 18.715 -0.940 -0.845 -0.873
C 25.990 25.470 19.415 -0.890 0.209 0.486
F 25.519 26.588 18.841 0.134 -0.144 -0.338
F 26.614 25.898 20.547 0.462 -0.336 -0.386
F 26.921 24.915 18.600 0.267 0.477 0.043
C 24.549 24.537 22.244 -0.419 -0.816 -0.931
C 25.214 25.658 22.962 -1.616 1.124 1.436
H 24.763 25.656 23.999 0.634 0.327 -0.802
H 26.291 25.627 23.053 0.200 -0.015 -0.286
H 24.867 26.577 22.426 0.576 -0.424 0.672
H 25.113 23.649 22.277 1.222 -1.160 -0.134
H 23.627 24.177 22.709 -0.260 0.698 0.182
H 25.640 23.601 20.011 -0.370 -1.088 0.370
C 22.847 19.454 13.681 1.431 0.697 1.620
O 23.089 18.175 14.276 0.329 -0.119 0.446
O 23.563 20.347 14.376 -0.190 -0.130 -1.203
C 23.267 19.387 12.173 0.963 1.275 0.249
F 23.070 20.602 11.628 -1.095 0.402 -0.418
F 24.614 19.275 12.028 -0.104 -1.155 0.278
F 22.672 18.474 11.374 0.156 0.165 0.501
C 22.124 17.204 14.141 -1.457 -1.680 0.206
C 22.225 16.168 15.301 1.478 0.937 -0.216
H 21.545 15.341 15.225 -0.951 0.024 0.060
H 23.192 15.651 15.257 0.166 0.362 -0.043
H 22.205 16.710 16.272 -0.390 -0.667 -0.629
H 22.270 16.703 13.183 -0.233 -0.347 -0.143
H 21.056 17.561 14.149 0.886 0.294 -0.062
H 21.787 19.671 13.793 -0.892 -0.219 -0.699
C 26.775 16.059 23.012 1.325 2.161 -0.347
O 27.351 16.589 24.410 -1.468 -0.049 -1.120
O 25.738 15.364 22.986 -1.512 -1.095 0.601
C 26.582 17.401 22.158 1.060 -0.425 2.428
F 26.988 17.097 20.927 0.076 0.832 -0.628
F 25.307 17.831 22.096 0.218 0.043 0.004
F 27.321 18.477 22.659 -0.665 -0.684 -1.150
C 27.235 15.592 25.377 -1.168 -1.275 -0.214
C 28.587 15.369 25.959 2.238 -0.716 -0.559
H 28.633 14.523 26.613 -0.330 -0.557 0.796
H 29.338 15.056 25.167 -0.983 0.590 0.478
H 29.075 16.198 26.483 -0.498 0.184 -0.112
H 26.872 14.634 24.868 0.379 1.026 0.771
H 26.444 15.783 26.193 0.939 0.120 -0.993
H 27.682 15.622 22.559 0.356 -0.151 0.197
C 20.904 22.647 26.033 -1.929 0.942 0.018
F 21.265 21.933 27.066 0.825 -1.109 0.571
F 20.006 21.930 25.323 0.060 0.151 0.043
F 20.216 23.699 26.601 0.534 -0.342 -0.952
S 22.294 23.194 24.965 -1.532 0.365 0.600
O 21.731 24.373 24.312 0.692 -0.853 -0.013
O 23.239 23.439 26.026 1.205 0.316 -0.292
O 22.551 22.031 24.124 0.033 0.770 -0.017
C 17.863 16.697 21.297 -1.318 -0.800 -0.298
F 17.513 17.589 22.215 0.270 0.494 0.107
F 18.505 15.699 21.947 -0.067 0.338 -0.417
F 16.675 16.190 20.826 0.874 -0.057 0.273
S 18.814 17.399 19.859 -0.146 1.578 1.333
O 19.569 18.465 20.459 0.333 1.086 0.703
O 19.643 16.345 19.437 1.082 -2.425 -1.051
O 17.801 17.858 18.969 -1.154 0.037 -0.867
C 18.412 25.228 16.880 -0.338 -0.247 -1.176
F 17.555 24.758 15.947 -0.303 -0.163 0.057
F 19.423 24.357 16.915 0.678 0.034 -0.055
F 18.842 26.405 16.360 0.143 -0.687 0.986
S 17.579 25.302 18.521 -0.539 3.062 -1.855
O 18.634 25.251 19.462 2.212 -1.028 1.857
O 17.081 26.658 18.397 -1.072 -0.469 0.293
O 16.683 24.190 18.534 -0.889 -0.511 -0.103
```
Positions in Å, forces in eV/Å.